Computed, not measured: a molecular structure, C38H44AlCl2FN3O5P in a non-equilibrium geometry, with ωB97M-V with the def2-TZVPD basis set.

```
95
Properties=species:S:1:pos:R:3:mulliken_charge:R:1
Al 18.84914 14.79819 7.49310 0.877
Cl 15.04600 20.87892 7.15393 -0.188
C 16.22226 19.62153 7.36242 0.054
C 17.08996 19.62274 8.46728 -0.552
C 18.05772 18.63296 8.68669 0.005
Cl 19.07006 18.70984 10.06585 -0.100
C 18.03526 17.45622 7.89922 0.315
O 18.68543 16.39916 8.29455 -0.199
C 17.24950 17.48775 6.71809 0.989
C 17.41881 16.49040 5.76899 -0.167
O 18.23970 15.50604 5.85289 -0.302
C 16.31359 18.56771 6.46473 -1.163
H 17.06552 20.49912 9.13282 0.437
H 16.77038 16.59708 4.89220 0.391
H 15.69288 18.56125 5.58636 0.465
F 12.19495 14.51300 7.78824 -0.314
C 13.07487 13.47187 8.01033 0.411
C 14.43340 13.72826 8.17521 -0.986
C 15.40520 12.67406 8.18084 -0.067
C 16.81538 12.92638 7.97501 0.803
O 17.25337 14.16874 8.14397 -0.418
C 17.58652 11.79006 7.62903 0.589
C 17.08138 10.50400 7.69640 -0.799
N 15.73971 10.27381 8.02792 0.349
C 15.26378 8.92538 8.01053 -0.517
C 15.95971 7.86753 8.76989 -0.755
C 14.59467 8.41560 9.25540 -0.374
C 14.86182 11.37286 8.10488 -0.167
C 13.51097 11.10934 7.97747 -0.182
C 12.55087 12.15139 7.86370 -0.669
N 11.20524 11.87565 7.60435 0.274
C 10.43495 10.85558 8.37542 -0.619
C 9.51845 10.05122 7.46639 -0.666
N 8.63360 10.99805 6.71213 -0.122
C 9.35890 12.04596 5.89503 -0.919
C 10.44138 12.73280 6.71252 -0.505
C 18.93919 11.89205 6.99778 -0.006
O 19.56364 10.89527 6.70286 -0.687
O 19.40426 13.15315 6.86156 -0.012
H 14.79967 14.75616 8.23395 0.656
H 17.72913 9.66774 7.44072 0.702
H 14.72454 8.59309 7.07116 0.403
H 16.86413 8.11450 9.35583 0.332
H 15.95800 6.88158 8.24104 0.249
H 14.58538 9.11337 10.12316 0.205
H 13.75751 7.72691 9.06076 0.321
H 13.26777 10.07784 7.89991 0.758
H 9.88616 11.33362 9.23017 0.234
H 11.11237 10.12557 8.83050 0.333
H 8.79963 9.42731 8.02779 0.397
H 10.08378 9.37476 6.79977 0.342
H 8.04082 11.44161 7.40767 0.415
H 7.99088 10.45507 6.10527 0.369
H 8.68619 12.79490 5.51580 0.410
H 9.81751 11.54033 5.05230 0.392
H 9.97238 13.55118 7.27780 0.398
H 11.16791 13.17511 6.03143 0.425
C 22.63521 12.56755 7.03562 -1.622
C 22.47614 13.54427 8.21169 2.059
C 21.65028 12.83932 9.34991 -1.479
C 23.90363 13.85476 8.78138 -1.584
P 21.51100 15.09953 7.79565 0.152
C 21.89316 16.23010 9.17170 1.024
C 22.87850 17.21878 9.10436 -0.328
C 23.04217 18.07668 10.19417 -0.746
C 22.30048 17.93655 11.38448 -0.605
C 21.39475 16.87000 11.47070 -1.037
C 21.12665 16.08848 10.34170 -0.559
C 22.12620 15.92365 6.19384 1.562
C 21.62949 17.37936 6.12823 -1.468
C 23.66041 15.93153 5.97507 -1.609
C 21.52585 15.17737 5.00387 -1.547
H 22.97639 11.63097 7.45875 0.613
H 23.40190 12.88668 6.31275 0.267
H 21.69610 12.32398 6.49773 0.054
H 22.04856 11.82510 9.48361 0.566
H 20.57582 12.76362 9.07327 0.106
H 21.74489 13.40506 10.28864 0.358
H 24.31522 12.88677 9.11096 0.538
H 23.83688 14.51052 9.66350 0.275
H 24.54829 14.26573 8.00739 0.300
H 23.44350 17.40118 8.18283 0.146
H 23.75973 18.86524 10.12564 0.479
H 22.38350 18.69415 12.17565 0.402
H 20.89908 16.60515 12.39713 0.383
H 20.35491 15.34908 10.34173 0.421
H 22.37935 18.08207 6.46008 0.378
H 20.73282 17.55834 6.71344 0.121
H 21.38611 17.61974 5.06399 0.432
H 24.18331 16.57077 6.70052 0.305
H 23.84508 16.34574 4.96107 0.496
H 24.16612 14.96534 6.00764 0.304
H 20.42073 15.24557 4.90425 0.126
H 21.71029 14.10646 5.03880 0.253
H 21.99094 15.60945 4.07876 0.621
```

For the HOMO energy, the calculation gives -12.306 eV. Its multiplicity is 1. As for the HOMO-LUMO gap: 6.62 eV. Its total charge is +2.



Computed, not measured: a molecular structure, C38H35BiClN2Si2 in a non-equilibrium geometry, with ωB97M-V with the def2-TZVPD basis set.

```
79
Properties=species:S:1:pos:R:3:mulliken_charge:R:1
C -2.29657 -1.06465 4.43707 -0.284
C -3.24405 -0.72464 3.41336 -0.595
C -3.28087 -1.81719 2.48255 -0.621
H -3.94343 0.11503 3.45357 0.496
C -2.34738 -2.80730 2.91896 -0.733
C -1.76171 -2.34704 4.13538 -0.618
H -1.14092 -2.94257 4.79712 0.737
H -2.16134 -0.52593 5.37599 0.470
H -4.00522 -1.93297 1.66902 0.451
H -2.19692 -3.79236 2.47129 0.475
Bi -0.73443 -0.46269 2.20349 1.757
Si -1.07700 -0.76798 -3.20746 -0.001
C -0.66810 0.81844 -4.13774 0.389
C 0.56384 0.90239 -4.81908 0.090
H 1.30747 0.08830 -4.71659 0.526
C 0.88213 1.99485 -5.62715 -0.864
H 1.85913 2.02971 -6.12674 0.380
C -0.03762 3.04720 -5.75242 -0.463
H 0.22225 3.92156 -6.34731 0.400
C -1.28068 2.95502 -5.10358 -0.554
H -2.00084 3.77662 -5.20783 0.394
C -1.59795 1.85408 -4.30204 -0.467
H -2.56307 1.79953 -3.77440 0.364
C -0.45003 -1.97979 -4.55516 0.525
C -0.89792 -1.84390 -5.89210 -0.370
H -1.69412 -1.13678 -6.13553 0.334
C -0.31029 -2.58763 -6.92914 -0.620
H -0.63909 -2.44044 -7.96555 0.376
C 0.68793 -3.52729 -6.65432 -0.450
H 1.11932 -4.14408 -7.45241 0.366
C 1.10180 -3.71223 -5.32976 -0.692
H 1.86217 -4.46678 -5.09053 0.376
C 0.52612 -2.94688 -4.29528 -0.031
H 0.85829 -3.11071 -3.26281 0.108
H -2.49493 -0.98943 -2.85391 -0.292
Si 2.22906 0.71534 -1.84383 -0.386
C 1.34497 -0.87598 -1.53397 0.868
C -0.17303 -0.97721 -1.58433 2.020
H -0.66401 -0.12415 -1.06770 -0.691
C -0.75066 -2.25991 -1.19196 -1.069
H -1.78072 -2.49127 -1.51058 0.340
C -0.02581 -3.11372 -0.41601 -0.625
H -0.56019 -3.94103 0.06211 0.378
C 1.33785 -2.91389 -0.21909 -0.752
H 1.89013 -3.64002 0.37761 0.427
C 2.01593 -1.86305 -0.82886 -0.690
H 3.09365 -1.79989 -0.72728 0.461
C 1.01305 2.02254 -1.34960 0.094
C 0.10596 1.84781 -0.29435 1.734
H 0.21858 0.95886 0.34655 -1.337
C -0.97916 2.68040 -0.06232 -0.302
H -1.73200 2.38862 0.68115 0.338
C -1.09004 3.85039 -0.82143 -0.899
H -1.89954 4.54746 -0.64432 0.422
C -0.12086 4.12823 -1.79257 -0.618
H -0.21532 5.03910 -2.38613 0.409
C 0.91227 3.23426 -2.06463 -0.310
H 1.60437 3.41897 -2.88644 0.417
H 3.35372 0.80789 -0.99456 -0.196
Cl 1.74028 0.20776 2.07484 -0.396
N -0.62665 1.74993 3.74918 -0.319
C 0.19898 1.82309 4.94597 0.221
C 0.42641 3.01087 5.61743 -0.469
C 1.28784 3.03059 6.73884 -0.722
C 1.89142 1.87369 7.19874 -0.852
C 1.69718 0.64018 6.52145 0.676
C 2.38976 -0.54028 6.85090 -0.616
C 2.19303 -1.66567 6.07486 -1.023
C 1.25500 -1.63870 5.03944 -0.312
N 0.57767 -0.53914 4.70650 0.255
C 0.80637 0.61817 5.39652 -0.070
H -1.61039 1.92861 3.97790 0.327
H -0.34169 2.46684 3.07792 0.324
H -0.08004 3.92202 5.28475 0.459
H 1.48199 3.98030 7.23917 0.380
H 2.53784 1.88514 8.08249 0.392
H 3.08689 -0.51274 7.68362 0.428
H 2.73821 -2.58391 6.24381 0.409
H 1.05578 -2.52798 4.42926 0.522
```

For the HOMO energy (alpha / beta), the calculation gives -9.346 / -9.118 eV. Its multiplicity is 1. As for the HOMO-LUMO gap (alpha / beta): 4.69 / 4.46 eV. Its total charge is +1.



Computed, not measured: 2 unconnected molecules or ions with the total composition H4OS2 in a non-equilibrium geometry, with ωB97M-V with the def2-TZVPD basis set.

```
7
Properties=species:S:1:pos:R:3:mulliken_charge:R:1
S -2.56865 -0.41174 1.11061 -0.162
S -1.56051 -0.15497 -0.80816 -0.165
H -1.58717 -1.01664 1.72644 0.146
H -0.29939 0.36742 -0.21125 0.162
O 1.92543 0.81928 -0.76983 -0.659
H 2.34846 -0.03596 -1.16763 0.345
H 1.74183 0.43261 0.11983 0.335
```

For the HOMO energy, the calculation gives -8.988 eV. Its SMILES is SS.O. Its multiplicity is 1. As for the HOMO-LUMO gap: 9.02 eV.



Computed, not measured: a molecular structure, C29H22FeN5O2 in a non-equilibrium geometry, with ωB97M-V with the def2-TZVPD basis set.

```
59
Properties=species:S:1:pos:R:3:lowdin_spin:R:1
Fe 0.54475 0.28826 -0.00735 3.687
C 1.43699 -1.99539 -2.26792 0.001
O 0.35899 -1.47794 -1.48369 0.028
C -0.68419 -2.32560 -1.14075 0.004
C -1.14432 -3.36447 -1.92959 0.000
C -2.18219 -4.16996 -1.48273 0.005
C -2.77723 -3.93851 -0.25279 0.000
C -2.35918 -2.88269 0.52598 0.006
C -1.31258 -2.05667 0.09538 0.007
N -0.77620 -1.06220 0.87891 0.087
N -1.36328 -0.74496 1.97221 0.005
C -0.80154 -0.04545 2.94728 0.016
C 0.57219 0.41728 2.89130 0.004
O 1.29026 0.21273 1.85699 0.101
C 1.07906 1.13430 4.01413 0.006
C 0.28836 1.44429 5.07273 -0.006
C -1.08403 1.07752 5.11604 0.003
C -1.91426 1.46595 6.17804 -0.002
C -3.23169 1.07430 6.22023 0.004
C -3.75490 0.26996 5.20579 -0.002
C -2.96585 -0.11232 4.14590 0.004
C -1.62611 0.29587 4.07009 -0.001
H 1.27575 -3.03427 -2.54652 0.000
H 2.35146 -1.93456 -1.67187 0.000
H 1.53749 -1.38314 -3.16464 0.000
H -0.71715 -3.55841 -2.90164 0.000
H -2.51749 -4.98830 -2.10191 0.000
H -3.56171 -4.58968 0.09790 0.000
H -2.80061 -2.68620 1.48939 0.000
H 2.12315 1.40500 3.98049 0.000
H 0.69816 1.98322 5.91262 0.000
H -1.50145 2.08083 6.96310 0.000
H -3.86596 1.38218 7.03712 0.000
H -4.78281 -0.05491 5.25390 0.000
H -3.36748 -0.72322 3.35343 0.001
N -1.96641 5.93760 3.69816 0.000
C -2.90123 6.78950 4.21487 0.000
C -2.80196 7.93382 4.99375 0.000
C -3.98052 8.57909 5.29874 0.000
C -5.22195 8.09701 4.86154 0.000
C -5.33262 6.95274 4.10442 0.000
C -4.15203 6.28653 3.76824 0.000
N -3.94849 5.17122 3.01695 0.001
C -2.64953 4.98443 2.97640 0.000
C -2.01388 3.96234 2.18378 0.001
C -2.79048 3.01391 1.50494 0.001
C -2.17859 2.10089 0.67319 0.003
N -0.85750 2.06846 0.45625 0.027
C -0.11561 2.97482 1.10388 0.005
C -0.63042 3.90847 1.97466 0.000
H -0.97207 6.01213 3.82725 0.000
H -1.84641 8.30579 5.33139 0.000
H -3.94886 9.48712 5.88255 0.000
H -6.11158 8.64921 5.12454 0.000
H -6.28724 6.58126 3.77099 0.000
H -3.85942 3.02705 1.63221 0.000
H -2.76282 1.36769 0.13390 0.000
H 0.95006 2.94956 0.89813 0.001
H 0.04394 4.59480 2.46055 0.000
```

For the HOMO energy (alpha / beta), the calculation gives -10.241 / -10.261 eV. Its multiplicity is 5. As for the HOMO-LUMO gap (alpha / beta): 6.52 / 6.46 eV. Its total charge is +1. The expectation value of S² is 6.02.



Computed, not measured: 7 unconnected molecules or ions with the total composition C6H24ClN12O10 in a non-equilibrium geometry, with ωB97M-V with the def2-TZVPD basis set.

```
53
Properties=species:S:1:pos:R:3:mulliken_charge:R:1
Cl 0.80054 0.12316 0.32721 1.505
O 0.29576 1.28890 -0.36193 -0.638
O 0.89040 -1.01913 -0.55140 -0.681
O 2.11272 0.43595 0.84481 -0.692
O -0.11420 -0.17041 1.41430 -0.540
C 0.75581 2.53078 4.40478 0.547
O 0.65512 3.50170 5.14653 -0.697
N 0.72166 1.23775 4.85497 -0.299
N 0.97811 2.63750 3.06764 -0.264
H 0.58984 0.92274 5.79299 0.182
H 0.75907 0.55230 4.11830 0.165
H 1.02570 3.54848 2.65447 0.169
H 1.02054 1.82819 2.47141 0.203
C 3.42893 4.05700 -2.11022 0.602
O 2.56866 4.63938 -2.74345 -0.631
N 3.15074 3.10836 -1.17413 -0.276
N 4.76237 4.33557 -2.26801 -0.400
H 3.86064 2.48220 -0.83450 0.148
H 2.22267 2.79979 -0.93339 0.171
H 5.02787 4.96936 -2.99628 0.224
H 5.45966 3.72025 -1.89248 0.172
C -2.42282 -0.97984 -2.92171 0.608
O -3.13882 -1.49418 -3.76856 -0.714
N -2.20727 0.36952 -2.81970 -0.332
N -1.74539 -1.71108 -1.98579 -0.163
H -2.63756 0.97045 -3.49495 0.206
H -1.43881 0.71865 -2.27076 0.185
H -1.81048 -2.70963 -2.01713 0.077
H -1.07562 -1.28861 -1.36660 0.110
C -3.29411 0.21558 4.33089 0.582
O -3.69050 1.26949 3.86078 -0.632
N -2.16720 -0.42336 3.87811 -0.287
N -3.91473 -0.40210 5.38899 -0.390
H -1.70379 0.03367 3.10910 0.152
H -1.66483 -0.98933 4.53576 0.215
H -4.75616 -0.04164 5.79091 0.227
H -3.60650 -1.33111 5.61058 0.172
C 1.38711 -0.47297 -4.87561 0.634
O 1.21695 0.73060 -4.85953 -0.620
N 1.57893 -1.21786 -3.73634 -0.328
N 1.42813 -1.21327 -6.02872 -0.414
H 1.51883 -0.78102 -2.83316 0.177
H 1.52160 -2.21449 -3.83349 0.177
H 1.21705 -0.79010 -6.91146 0.221
H 1.87037 -2.11284 -6.07668 0.158
C -1.97505 -3.96263 0.60144 0.636
O -3.18378 -3.89688 0.70753 -0.629
N -1.13264 -3.05712 1.18100 -0.295
N -1.33802 -4.98680 -0.06792 -0.456
H -1.47221 -2.22472 1.62699 0.176
H -0.16596 -3.07519 0.90555 0.156
H -0.33427 -4.99200 -0.09875 0.189
H -1.83505 -5.46902 -0.79240 0.233
```

For the HOMO energy, the calculation gives -7.058 eV. Its multiplicity is 1. As for the HOMO-LUMO gap: 9.44 eV. Its total charge is -1.



Computed, not measured: a gas-phase ion, C12H18N3 (charge +1) in a non-equilibrium geometry, with ωB97M-V with the def2-TZVPD basis set.

```
33
Properties=species:S:1:pos:R:3:mulliken_charge:R:1
C 1.46250 -0.38155 -2.26796 -1.450
C -0.02127 -0.50482 -1.95385 1.250
C -0.56173 -1.86635 -2.02368 -1.870
C -0.87627 0.49070 -2.79847 -0.695
C -1.85390 0.91924 -1.73360 0.593
N -3.14868 1.11469 -2.00604 -0.390
N -1.52027 0.67786 -0.49833 -0.904
N -0.12587 0.17640 -0.55557 0.466
C 0.12049 -0.71356 0.57390 -0.565
C 0.52356 -0.07183 1.87181 0.134
C 1.82705 0.43165 2.03280 -0.191
C 2.27717 0.95119 3.23515 -0.563
C 1.46911 0.88555 4.36200 -0.451
C 0.17822 0.36580 4.22420 -0.449
C -0.28022 -0.10395 3.00837 -0.393
H 1.99964 0.45561 -1.68505 0.258
H 1.71406 -0.13700 -3.37875 0.405
H 1.89057 -1.43236 -2.04301 0.345
H -0.05001 -2.72972 -1.60398 0.421
H -0.93322 -2.19625 -2.90086 0.457
H -1.43890 -1.86955 -1.37863 0.471
H -1.44218 0.03233 -3.63296 0.337
H -0.25214 1.36709 -3.14972 0.347
H -3.66749 1.16726 -2.84627 0.183
H -3.65196 1.57358 -1.21902 0.279
H 0.58986 0.90079 -0.45868 0.574
H 0.85326 -1.53099 0.35299 0.350
H -0.91782 -1.12839 0.64917 0.434
H 2.55326 0.41552 1.12285 0.146
H 3.27627 1.31638 3.25445 0.406
H 1.83506 1.33792 5.27880 0.388
H -0.52576 0.33705 5.18305 0.240
H -1.30239 -0.25029 2.98488 0.438
```

For the HOMO energy, the calculation gives -12.396 eV. Its SMILES is CC1(C)CC(N)=N[N@H+]1Cc1ccccc1. Its multiplicity is 1. As for the HOMO-LUMO gap: 9.92 eV. Its total charge is +1.



Asked for calculated total energy across the records above, the calculation gives -3618.59842, -2831.99700, -873.97280, -2806.07069, -2112.79347, -632.02514 hartree in order.
Asked for molecular weight across the records above, the calculation gives 770.65, 820.32, 84.16, 528.37, 459.78, 204.30 u in order.